[1]
{
  "formula": "C7H12",
  "method": "ωB97M-V/def2-TZVPD",
  "symbols": ["C", "C", "C", "C", "C", "C", "C", "H", "H", "H", "H", "H", "H", "H", "H", "H", "H", "H", "H"],
  "xyz": [[-0.9024, 1.9423, 0.6781], [-0.2127, 0.9387, 1.6161], [1.1031, 0.3485, 0.9424], [0.9702, -0.6350, -0.2333], [0.5895, -1.9566, -0.2712], [-1.2408, -0.5530, -1.7176], [0.0969, -0.4270, -1.4169], [-1.6302, 2.6006, 1.1415], [-0.1681, 2.5970, 0.2143], [-1.3030, 1.2651, -0.0358], [-0.8432, 0.1380, 1.9903], [0.1739, 1.5867, 2.4491], [1.7576, 1.1701, 0.5813], [1.5705, -0.2963, 1.7013], [1.1599, -2.7995, -0.6962], [-0.2885, -2.2724, 0.2960], [-1.8570, -1.0974, -1.0165], [-1.5832, -0.6920, -2.7191], [0.6078, -0.4609, -2.4034]],
  "forces_ev_per_a": [[0.4840, -0.8069, 0.5374], [2.1886, 2.0213, 0.2526], [-1.8913, -1.3946, 0.1321], [-0.9034, 2.2439, 0.8493], [0.0808, -1.1880, 1.5118], [1.1915, -1.5332, 2.0617], [0.8710, -1.0981, -4.7756], [-0.3314, -0.3251, 0.1524], [0.1757, -0.0964, -0.1514], [-0.9771, 0.4284, -1.1672], [-0.1788, 0.0714, 0.0260], [-0.3607, -1.0716, -0.1201], [-0.3082, -0.4946, 0.4585], [0.3810, 0.6717, -0.0433], [-0.9888, 0.8615, -1.5482], [0.6625, -0.5631, 1.4414], [-0.6467, 0.9422, 0.6699], [0.1386, 0.6786, -0.6495], [0.4125, 0.6525, 0.3622]],
  "nbo_charge": [-0.621, -0.391, -0.428, -0.149, -0.256, -0.408, -0.175, 0.208, 0.199, 0.214, 0.199, 0.196, 0.221, 0.214, 0.223, 0.179, 0.182, 0.206, 0.189],
  "gap_ev": 6.24,
  "multiplicity": 1,
  "energy_ev": -7447.13683,
  "e_homo_ev": -6.8
}

[2]
{
  "formula": "C7H12",
  "method": "ωB97M-V/def2-TZVPD",
  "symbols": ["C", "C", "C", "C", "C", "C", "C", "H", "H", "H", "H", "H", "H", "H", "H", "H", "H", "H", "H"],
  "xyz": [[1.3052, 0.8888, -1.4119], [0.1882, 1.6224, -0.7308], [-1.3148, 0.3143, -0.3285], [-1.1241, -1.1878, -0.0412], [0.1999, -1.3502, 0.7343], [0.4919, 0.0187, 1.3755], [-0.2675, 1.0810, 0.5579], [1.2325, 0.9279, -2.5045], [2.1445, 1.5509, -1.1504], [1.5926, -0.1290, -1.1090], [-1.1200, 0.5679, -1.3924], [-2.3283, 0.6867, -0.1705], [-1.9653, -1.5324, 0.5758], [-1.1323, -1.7833, -0.9643], [0.1274, -2.1427, 1.4876], [1.0092, -1.6446, 0.0576], [1.5662, 0.2362, 1.4092], [0.1381, 0.0389, 2.4138], [-0.7435, 1.8361, 1.1919]],
  "forces_ev_per_a": [[0.0637, -0.0085, -0.0179], [0.2518, -0.0712, 0.1606], [-0.2158, -0.1742, 0.0271], [-0.0283, -0.0487, 0.0100], [0.0373, -0.0742, -0.0403], [0.0507, 0.0088, -0.0348], [0.0024, 0.1270, -0.0528], [-0.0133, 0.0775, 0.2064], [0.0405, -0.0288, -0.0619], [-0.1374, 0.1944, 0.0506], [-0.1306, -0.1626, -0.0439], [0.1808, -0.0323, 0.0634], [0.1754, 0.0759, -0.1441], [-0.0406, 0.1334, 0.2568], [0.0041, 0.1225, -0.1219], [-0.1654, 0.0606, 0.1062], [-0.1420, -0.0504, -0.0099], [0.0078, 0.0247, -0.1935], [0.0589, -0.1739, -0.1602]],
  "nbo_charge": [-0.753, 0.058, -0.374, -0.411, -0.405, -0.423, -0.341, 0.227, 0.259, 0.184, 0.261, 0.238, 0.212, 0.214, 0.213, 0.200, 0.213, 0.211, 0.216],
  "gap_ev": 8.77,
  "multiplicity": 1,
  "energy_ev": -7450.08698,
  "e_homo_ev": -7.7
}

[3]
{
  "formula": "C7H12",
  "method": "ωB97M-V/def2-TZVPD",
  "symbols": ["C", "C", "C", "C", "C", "C", "C", "H", "H", "H", "H", "H", "H", "H", "H", "H", "H", "H", "H"],
  "xyz": [[1.7330, -0.8069, 1.7169], [1.5127, 0.5167, 1.0399], [1.5087, 0.6874, -0.2779], [-1.3033, -0.1226, -0.8159], [-1.3567, 0.8642, -1.9413], [-1.1967, -0.6265, -1.9999], [-1.5984, -0.2887, 0.6213], [2.7980, -0.9437, 1.9392], [1.4195, -1.6380, 1.0757], [1.1907, -0.8774, 2.6657], [1.3736, 1.3823, 1.6880], [1.3829, 1.6672, -0.7283], [1.6157, -0.1545, -0.9586], [-0.5063, 1.5222, -2.1488], [-2.3182, 1.3259, -2.1871], [-1.1452, -1.4966, -2.6357], [-2.6775, -0.4565, 0.6974], [-1.0877, -1.1563, 1.0499], [-1.3448, 0.6018, 1.1996]],
  "forces_ev_per_a": [[0.0019, -0.0701, 0.0150], [0.1228, 0.0720, -0.2067], [0.0972, 0.0222, 0.1881], [-0.1929, -0.1818, -0.1533], [-0.0493, 0.3880, -0.1402], [0.0065, -0.1613, 0.1213], [-0.0712, -0.0560, 0.0293], [-0.1386, 0.0018, 0.0425], [0.0775, 0.1238, 0.0668], [0.0485, 0.0139, -0.1498], [0.0737, -0.0928, -0.0936], [0.0068, -0.1143, 0.1040], [0.0333, 0.1189, 0.1144], [-0.1111, -0.1464, 0.1046], [0.1003, -0.1001, -0.0922], [0.0166, 0.1534, 0.0541], [0.0475, 0.0234, 0.1834], [-0.0785, 0.1208, -0.0905], [0.0089, -0.1155, -0.0974]],
  "nbo_charge": [-0.656, -0.184, -0.399, 0.061, -0.432, -0.220, -0.656, 0.223, 0.213, 0.213, 0.194, 0.201, 0.196, 0.171, 0.169, 0.220, 0.233, 0.227, 0.228],
  "gap_ev": 9.97,
  "smiles": "CC1=CC1.C=CC",
  "multiplicity": 1,
  "energy_ev": -7450.20228,
  "e_homo_ev": -8.8
}

[4]
{
  "formula": "C7H12",
  "method": "ωB97M-V/def2-TZVPD",
  "symbols": ["C", "C", "C", "C", "C", "C", "C", "H", "H", "H", "H", "H", "H", "H", "H", "H", "H", "H", "H"],
  "xyz": [[1.5821, 0.5952, 1.3686], [1.2962, -0.5483, 0.3562], [0.3536, -0.0515, -0.6995], [-0.9809, -0.0129, -0.5643], [-1.7188, -0.8394, 0.3932], [-3.0282, -0.7359, 0.6002], [0.9659, 0.6666, -1.8899], [2.6374, 0.6060, 1.6418], [0.8988, 0.5249, 2.2101], [1.3881, 1.5749, 0.9222], [2.2288, -0.7925, -0.1555], [0.9611, -1.4102, 0.9247], [-1.5862, 0.7261, -1.0823], [-1.1266, -1.5136, 1.0039], [-3.5459, -1.3752, 1.3027], [-3.6932, -0.0335, 0.1055], [0.2796, 0.7162, -2.7259], [1.9170, 0.2305, -2.1938], [1.1711, 1.6725, -1.5180]],
  "forces_ev_per_a": [[-0.0667, 0.2129, -0.6882], [0.5013, 0.3798, -0.2378], [-0.7679, 0.1780, -0.6445], [0.0029, -0.4134, 0.8229], [0.1257, 0.8592, 0.2536], [-0.4720, -0.2542, 0.2422], [0.1007, 0.3005, 1.1857], [-0.1732, -0.1639, 0.4624], [0.2367, -0.0666, 0.2713], [0.0139, -0.0966, -0.1058], [0.0577, -0.2856, 0.2065], [-0.0899, -0.2078, -0.2376], [0.0772, -0.4054, -0.6787], [-0.1929, -0.2041, -0.1363], [0.1480, -0.0928, 0.1279], [0.3642, 0.0373, -0.2637], [-0.0332, 0.0312, -0.0821], [-0.0716, -0.0919, -0.0536], [0.2390, 0.2836, -0.4442]],
  "nbo_charge": [-0.597, -0.447, 0.074, -0.264, -0.207, -0.394, -0.645, 0.210, 0.213, 0.204, 0.203, 0.217, 0.201, 0.196, 0.194, 0.189, 0.223, 0.213, 0.216],
  "gap_ev": 9.24,
  "smiles": "C=C/C=C(/C)CC",
  "multiplicity": 1,
  "energy_ev": -7452.23791,
  "e_homo_ev": -8.1
}